This record from the Open Molecules 2025 dataset describes a structure of composition C12H28IrN2OS3. The level of theory is wB97M-V/def2-TZVPD.

ORCA input file:
```
! wB97M-V def2-TZVPD RIJCOSX def2/J DEFGRID3
* xyz 2 2
Ir -0.03 -0.53 0.01
N -1.31 1.22 0.04
C -1.48 1.73 -1.35
C -0.13 1.72 -2.03
N 0.41 0.33 -1.96
H -2.22 1.02 0.45
H -0.91 1.96 0.62
H -1.91 2.74 -1.35
H -2.18 1.07 -1.86
H 0.57 2.37 -1.51
H -0.21 2.06 -3.06
H 1.40 0.32 -2.20
H -0.05 -0.25 -2.67
C 0.81 -5.07 -0.18
C 0.21 -3.70 -0.06
S 1.24 -2.39 -0.19
C -1.16 -3.48 0.14
C -2.17 -4.59 0.32
S -1.69 -1.91 0.19
H 1.88 -5.02 -0.33
H 0.36 -5.59 -1.03
H 0.60 -5.65 0.71
H -1.73 -5.55 0.09
H -3.03 -4.44 -0.32
H -2.51 -4.62 1.36
C 3.39 4.51 1.98
C 3.57 3.48 0.88
C 3.35 2.05 1.35
S 1.62 1.80 1.85
O 1.29 0.33 1.44
C 1.70 1.74 3.65
C 2.07 0.39 4.23
C 3.48 -0.11 3.93
H 3.59 5.52 1.61
H 4.08 4.33 2.81
H 2.37 4.52 2.38
H 4.59 3.53 0.48
H 2.90 3.70 0.04
H 3.99 1.78 2.19
H 3.50 1.31 0.56
H 0.71 2.05 3.98
H 2.41 2.53 3.92
H 1.34 -0.35 3.91
H 1.95 0.50 5.31
H 3.61 -0.36 2.87
H 3.68 -1.01 4.50
H 4.24 0.63 4.21
*
```

As for the expectation value of S²: 0.7690.


This record from the Open Molecules 2025 dataset describes the molecule C17H25BN2O4. The level of theory is wB97M-V/def2-TZVPD.

ORCA input file:
```
! wB97M-V def2-TZVPD RIJCOSX def2/J DEFGRID3
* xyz 0 1
C 3.48 -1.58 -1.32
C 2.59 -0.60 -1.25
C 1.45 -0.53 -2.23
O 1.22 0.49 -2.85
N 0.64 -1.67 -2.34
C -0.44 -1.65 -3.39
C 0.23 -2.59 -1.18
C -0.89 -2.19 -0.31
O -2.03 -2.07 -0.76
N -0.53 -1.87 0.99
C -1.54 -1.33 1.91
C -2.12 -0.01 1.44
C -1.08 1.09 1.28
C -0.45 1.39 2.44
C 0.59 2.24 2.42
C 1.05 2.84 1.27
C 2.27 3.75 1.36
C 0.50 2.50 0.04
C 1.03 3.08 -1.21
C -0.64 1.64 0.08
C -1.22 1.07 -1.20
B -2.50 -2.40 2.44
O -2.69 -2.65 3.81
O -3.36 -3.07 1.63
H 4.27 -1.69 -0.62
H 3.29 -2.39 -2.00
H 2.73 0.17 -0.58
H -1.09 -2.46 -3.25
H 0.01 -1.77 -4.33
H -0.82 -0.69 -3.30
H -0.09 -3.54 -1.59
H 1.13 -2.89 -0.62
H 0.38 -1.46 1.20
H -1.14 -1.26 2.91
H -2.71 -0.16 0.46
H -2.83 0.27 2.18
H -0.86 1.13 3.37
H 1.03 2.60 3.38
H 3.20 3.21 1.46
H 2.08 4.46 2.26
H 2.41 4.43 0.53
H 0.57 3.97 -1.51
H 1.08 2.38 -2.02
H 2.08 3.38 -1.05
H -1.25 0.01 -1.06
H -2.23 1.47 -1.39
H -0.54 1.25 -2.02
H -3.22 -3.45 3.85
H -3.06 -2.85 0.68
*
```

The SMILES is C=CC(=O)N(C)CC(=O)N[C@@H](Cc1ccc(C)c(C)c1C)B(O)O. The energy above the lowest of the compared OMol25 structures with the same formula, charge and spin is 1.318 eV.


This record from the Open Molecules 2025 dataset describes a cluster of 2 separate species, C6H8NO5 in total. The level of theory is wB97M-V/def2-TZVPD.

ORCA input file:
```
! wB97M-V def2-TZVPD RIJCOSX def2/J DEFGRID3
* xyz -1 1
C -0.74 0.65 -0.55
C -0.14 -0.95 1.43
C -3.80 1.14 -0.65
C -0.03 1.41 -1.67
C 1.13 -1.59 1.95
C 0.13 -0.04 0.30
N 2.35 -0.53 -0.80
O -3.90 1.33 0.48
O -1.97 0.46 -0.59
O -1.12 -1.06 2.11
O -4.17 1.07 -1.73
O 1.47 0.25 0.20
H 0.32 2.42 -1.32
H -0.68 1.64 -2.59
H 0.90 0.74 -1.87
H 1.68 -2.30 1.29
H 1.09 -2.13 2.92
H 1.80 -0.83 2.10
H 2.37 -1.45 -0.39
H 3.31 -0.23 -0.61
*
```

The energy above the lowest of the compared OMol25 structures with the same formula, charge and spin is 1.921 eV.


This record from the Open Molecules 2025 dataset describes the ion C2H6NO2 with charge +1. The level of theory is wB97M-V/def2-TZVPD.

ORCA input file:
```
! wB97M-V def2-TZVPD RIJCOSX def2/J DEFGRID3
* xyz 1 1
N 0.52 0.32 -1.31
C 0.57 -0.17 0.14
C -0.83 -0.23 0.72
O -1.72 0.29 0.12
O -0.83 -0.88 1.87
H 1.45 0.68 -1.51
H -0.13 1.11 -1.31
H 0.26 -0.37 -2.02
H 1.35 -0.92 0.25
H 0.94 0.74 0.63
H -1.57 -0.56 2.42
*
```

The SMILES is [NH3+]CC(=O)O. The energy above the lowest of the compared OMol25 structures with the same formula, charge and spin is 0.374 eV.


Calculated DFT total energy in order - -53256.4333 -29882.7625 -18077.8226 -7749.5314 eV